Entry 1:
{
  "formula": "C11H13NOS2",
  "method": "ωB97M-V with the def2-TZVPD basis set",
  "symbols": ["C", "C", "C", "C", "C", "C", "C", "C", "C", "C", "C", "N", "O", "S", "S", "H", "H", "H", "H", "H", "H", "H", "H", "H", "H", "H", "H", "H"],
  "coordinates": [[-1.872154, -3.272369, 0.055144], [-2.840683, -2.910826, -0.908158], [-1.428946, -2.367080, 0.969504], [-3.259342, -1.601840, -0.944125], [-1.826572, -1.031501, 0.859310], [-2.776777, -0.647454, -0.122680], [-1.182472, -0.012584, 1.584676], [2.161184, 2.674396, -1.027147], [2.671964, 0.254318, -0.453893], [1.716539, 1.803870, 1.337277], [1.959482, 1.434183, -0.142339], [1.219508, 0.315290, -0.618908], [1.608351, 0.563142, 2.045052], [-3.209657, 1.015953, -0.279040], [-1.635149, 1.526891, 1.168342], [-1.354540, -4.169392, -0.094252], [-3.209896, -3.599029, -1.556280], [-0.612164, -2.732723, 1.683710], [-4.115357, -1.426568, -1.667202], [3.151287, 2.740693, -1.379639], [1.513252, 2.755091, -1.900938], [2.028554, 3.635082, -0.616601], [1.097913, 0.435170, -1.644706], [3.090741, -0.484731, 0.315792], [3.193771, 0.144867, -1.419179], [2.470821, 2.440217, 1.722183], [0.788160, 2.292450, 1.277723], [0.652189, 0.224472, 1.756381]],
  "forces_ev_per_angstrom": [[-0.78, 0.65, -1.19], [1.84, 2.06, 2.85], [1.73, -0.94, 0.74], [-3.24, -1.68, -2.78], [0.01, 0.44, 0.33], [0.69, 1.10, 1.08], [-0.03, 1.94, -0.16], [-0.73, -0.76, -0.66], [2.48, -3.65, -0.15], [0.04, -3.27, -1.52], [0.55, 3.97, 0.76], [-1.16, -0.70, -1.40], [-2.05, 0.52, -0.45], [0.87, 0.18, 0.63], [-0.85, -1.75, -0.13], [0.33, -1.55, 0.36], [-0.99, -1.85, -1.88], [-1.33, 1.11, -0.95], [1.28, 0.31, 0.83], [1.38, -0.30, -0.60], [-0.15, -0.63, -0.15], [-0.48, 1.01, 1.50], [-0.37, -0.10, 1.03], [-0.93, 1.39, -0.94], [0.03, 0.47, 0.58], [0.82, 0.45, 0.50], [-1.30, 1.13, 0.55], [2.33, 0.46, 1.20]],
  "nbo_charge": [-0.2337, -0.1398, -0.1146, -0.2278, -0.2169, -0.1646, -0.2653, -0.6347, -0.2547, -0.0533, 0.0335, -0.5999, -0.7733, 0.1641, 0.3698, 0.2146, 0.2105, 0.2416, 0.2193, 0.2159, 0.2089, 0.2167, 0.3477, 0.2185, 0.1835, 0.1842, 0.1535, 0.4964],
  "lumo_ev": -0.780,
  "molar_mass_g_mol": 239.37,
  "total_energy_ev": -36822.004,
  "homo_ev": -8.937,
  "relative_energy_kj_mol": 165.7,
  "homo_lumo_gap_ha": 0.2997
}


Entry 2:
{
  "formula": "C11H13OPS",
  "method": "ωB97M-V with the def2-TZVPD basis set",
  "symbols": ["C", "C", "C", "C", "C", "C", "C", "C", "C", "C", "C", "O", "P", "S", "H", "H", "H", "H", "H", "H", "H", "H", "H", "H", "H", "H", "H"],
  "coordinates": [[3.585579, 1.812415, 0.329503], [3.999000, 0.543348, 0.655620], [2.286405, 2.141281, -0.060833], [3.026031, -0.521606, 0.557770], [1.334243, 1.132654, -0.005068], [1.726588, -0.173447, 0.219096], [-2.380608, -0.099241, -1.290891], [-1.871074, -1.137770, -2.207505], [-0.935323, -0.988148, 0.759810], [-2.250160, -0.480070, 0.196803], [-3.136846, 0.234399, 1.061183], [-2.047248, -1.889301, 0.539679], [0.583951, -1.591022, -0.109085], [1.193094, -3.297616, 0.803127], [4.184270, 2.573349, 0.434683], [5.012885, 0.373046, 0.958075], [1.992351, 3.252290, -0.393867], [3.311762, -1.563610, 0.522154], [0.356892, 1.311562, -0.434620], [-1.844006, 0.814408, -1.399661], [-3.448166, 0.040441, -1.508800], [-2.314685, -2.058954, -2.156488], [-1.275545, -0.880171, -3.074256], [-0.746322, -0.709129, 1.815501], [-3.117240, 1.325502, 0.939246], [-3.173224, -0.093251, 2.102945], [-4.052596, -0.071353, 0.745887]],
  "forces_ev_per_angstrom": [[-3.04, -2.47, -0.22], [-2.05, -1.55, -0.21], [-0.98, 1.48, -0.09], [1.48, 1.90, -0.68], [0.01, 0.73, -1.51], [0.24, -1.68, 0.19], [0.02, -1.29, 0.66], [1.28, 1.96, -0.20], [-1.03, -0.29, -0.17], [3.43, -1.90, -1.04], [0.02, 1.45, 2.09], [-0.19, 1.39, 0.08], [-0.25, -0.18, 1.07], [-0.48, 1.30, -0.88], [3.66, 3.89, 0.34], [0.30, -0.21, 0.04], [0.77, -2.74, 0.92], [0.06, -0.01, 0.58], [-0.29, 0.09, 0.38], [0.16, 0.95, -0.28], [0.01, 0.29, 0.11], [-0.79, -2.25, 0.04], [-0.05, -0.04, 0.11], [-0.10, -0.30, -0.50], [0.29, -0.28, 0.21], [0.78, 0.31, 0.03], [-3.25, -0.56, -1.06]],
  "nbo_charge": [-0.2111, -0.1902, -0.1846, -0.1896, -0.2265, -0.3570, -0.5092, -0.2516, -0.2661, 0.2486, -0.6440, -0.4960, 0.8728, -0.3771, 0.1984, 0.2190, 0.2236, 0.2396, 0.2089, 0.2164, 0.2247, 0.1764, 0.1835, 0.2126, 0.2237, 0.2343, 0.2206],
  "lumo_ev": [-1.776, 0.072],
  "molar_mass_g_mol": 224.27,
  "total_energy_ev": -33784.949,
  "homo_ev": [-8.181, -8.237],
  "relative_energy_kj_mol": 264.8,
  "homo_lumo_gap_ha": [0.2354, 0.3053]
}


Entry 3:
{
  "formula": "C11H14BF3IrN6O3S",
  "method": "ωB97M-V with the def2-TZVPD basis set",
  "symbols": ["H", "N", "B", "N", "C", "Ir", "H", "C", "H", "C", "H", "C", "H", "H", "H", "N", "N", "N", "N", "C", "C", "H", "H", "C", "C", "C", "C", "H", "H", "H", "H", "H", "F", "C", "F", "F", "S", "O", "O", "O"],
  "coordinates": [[-1.343363, -2.931940, -1.421223], [-0.330476, -1.084691, -1.711952], [0.930357, 0.919402, -2.628603], [0.206659, -0.438969, -2.813204], [-0.001457, -1.217568, -3.893680], [-0.252128, -0.422306, 0.111657], [0.332695, -0.864554, -4.858189], [-0.653448, -2.385986, -3.495035], [-0.923876, -3.215783, -4.126667], [-0.865520, -2.271863, -2.126141], [1.330026, 1.418273, -3.639569], [1.290490, 0.221322, 4.824014], [0.335461, 0.101965, 5.354701], [1.095600, 0.620384, 3.821247], [1.938467, 0.918839, 5.375744], [2.050065, 0.625749, -1.555793], [-0.098369, 1.808584, -1.848859], [1.646404, 0.039002, -0.370798], [-0.668659, 1.326603, -0.675762], [3.381301, 0.857522, -1.462573], [-0.514681, 3.080560, -2.022351], [3.922882, 1.296330, -2.294114], [-0.199460, 3.622940, -2.898402], [3.821846, 0.442757, -0.205153], [-1.322956, 3.439276, -0.939988], [2.715037, -0.087287, 0.454358], [-1.428996, 2.319225, -0.124456], [4.814209, 0.521481, 0.199260], [-1.762343, 4.398082, -0.750182], [2.580135, -0.546520, 1.424998], [-1.967686, 2.141574, 0.795772], [1.752490, -0.738499, 4.688923], [-4.016374, -2.599450, 3.523225], [-3.527317, -1.631153, 2.727770], [-4.390498, -1.424355, 1.708443], [-3.415099, -0.491627, 3.445750], [-1.831434, -1.991310, 1.998782], [-0.869703, -2.033584, 3.068447], [-1.954967, -3.111765, 1.096503], [-1.805318, -0.630660, 1.243098]],
  "forces_ev_per_angstrom": [[-0.06, -0.11, 0.09], [-0.22, -1.64, -3.23], [0.18, -0.15, 0.82], [-0.46, -0.81, -0.26], [0.31, 0.81, 0.99], [0.45, 0.22, 2.13], [-0.02, -0.18, -0.06], [-0.43, -0.51, 0.71], [-0.06, 0.02, 0.01], [0.34, 0.21, -1.47], [-0.13, -0.16, 0.27], [-0.40, 0.62, 0.02], [0.36, 0.03, -0.20], [-0.07, 0.16, 0.13], [-0.21, -0.37, -0.25], [0.25, -0.27, 0.55], [-0.73, 0.65, 0.35], [1.39, -0.01, 0.10], [-0.53, 2.95, -1.35], [-0.97, -0.14, 0.14], [0.58, -1.43, 0.31], [-0.10, -0.04, 0.20], [0.00, 0.18, 0.01], [-0.14, -0.35, 0.59], [-0.55, -0.38, 0.94], [0.52, 0.66, -1.07], [0.44, 0.79, -0.99], [0.14, -0.04, -0.10], [-0.18, 0.18, -0.09], [0.24, 0.12, -0.02], [0.00, 0.12, -0.05], [0.31, -0.45, 0.21], [1.07, 0.93, -1.12], [-1.40, 0.16, 0.84], [0.89, -0.20, 0.73], [0.02, -0.94, -0.66], [-1.58, -2.91, 2.67], [-0.51, 0.56, -1.39], [0.42, 1.44, 0.08], [0.84, 0.30, -0.59]],
  "nbo_charge": [0.2852, -0.3665, 0.5207, -0.3207, 0.1584, 1.7281, 0.2728, -0.2639, 0.2903, 0.0364, 0.0377, -0.8448, 0.2315, 0.1666, 0.2337, -0.3142, -0.3127, -0.3999, -0.3553, 0.1132, 0.1585, 0.2713, 0.2734, -0.2850, -0.2550, 0.0399, 0.0284, 0.2846, 0.2880, 0.2670, 0.2748, 0.2149, -0.2695, 0.7472, -0.2988, -0.2977, 2.2331, -0.8350, -0.8756, -0.8609],
  "lumo_ev": [-6.801, -11.616],
  "molar_mass_g_mol": 570.36,
  "total_energy_ev": -49197.996,
  "homo_ev": [-16.624, -16.535],
  "relative_energy_kj_mol": 2.6,
  "charge": 2,
  "homo_lumo_gap_ha": [0.3610, 0.1808],
  "multiplicity": 6
}